[1]
Below is a cluster of 3 separate species, C3H12NO4 in total, with properties calculated with ωB97M-V/def2-TZVPD.

XYZ file:
```
20
Properties=species:S:1:pos:R:3
O 0.329 2.045 0.451
C -0.208 1.645 -0.542
O -1.427 1.946 -0.966
C 0.467 0.725 -1.552
C 1.173 1.524 -2.635
N 1.486 -0.051 -0.761
H -1.947 2.416 -0.297
H -0.311 0.073 -1.907
H 0.441 2.137 -3.096
H 1.948 2.157 -2.209
H 1.594 0.871 -3.401
H 0.995 -0.544 -0.006
H 2.092 0.620 -0.298
H 2.048 -0.593 -1.411
H -2.616 -1.980 6.547
H -3.328 -2.760 5.568
O -2.410 -2.508 5.757
H -0.730 -2.110 0.446
H 0.336 -3.232 0.333
O 0.069 -2.379 -0.021
```

Properties
DFT total energy (eV): -12979.8358
Orbital gap (eV): 10.32
Charge: +1
Relative energy (zero: lowest compared OMol25 entry of this formula, charge and spin) (kJ/mol): 71.23

Mulliken charges in e: -0.507 0.433 -0.417 0.205 -1.444 -0.236 0.378 0.316 0.416 0.410 0.406 0.326 0.398 0.323 0.327 0.324 -0.650 0.336 0.317 -0.662

[2]
Below is the molecule C4H8N2O, with properties calculated with ωB97M-V/def2-TZVPD.

XYZ file:
```
15
Properties=species:S:1:pos:R:3
N -1.067 2.492 0.025
C -1.007 1.349 0.193
C -0.874 -0.111 0.357
N -2.171 -0.704 0.013
C 0.271 -0.589 -0.563
C 1.564 0.208 -0.422
O 2.037 0.071 0.906
H -0.576 -0.297 1.400
H -2.151 -1.712 0.144
H -2.875 -0.351 0.660
H -0.062 -0.528 -1.605
H 0.501 -1.637 -0.340
H 1.395 1.266 -0.673
H 2.292 -0.189 -1.147
H 2.723 0.733 1.053
```

Properties
Structure (SMILES): N#C[C@@H](N)CCO
DFT total energy (eV): -9304.8088
Orbital gap (eV): 10.93
Charge: 0
Relative energy (zero: lowest compared OMol25 entry of this formula, charge and spin) (kJ/mol): 152.87

Mulliken charges in e: -0.485 0.103 0.583 -0.701 -0.860 -0.486 -0.510 0.176 0.242 0.267 0.306 0.372 0.391 0.299 0.303